[1]
A structure of composition C3H4CuMgO4 at a distorted geometry, computed with ωB97M-V/def2-TZVPD.

Element x y z (Å)
1 H -0.9981 -1.6884 1.3221
2 O 1.2374 -0.9542 1.2897
3 C 0.3846 -1.8076 0.7644
4 C -0.0010 -1.5676 -0.6884
5 O -1.0068 -0.5596 -0.8051
6 C -0.7991 0.7867 -0.6319
7 O 0.3772 1.1999 -0.5619
8 O -1.8750 1.3635 -0.4033
9 Cu -3.3063 -0.1752 0.1609
10 Mg 1.8906 0.8315 0.7247
11 H 0.7426 -2.8568 0.8347
12 H -0.4729 -2.4769 -1.0832
13 H 0.8502 -1.3392 -1.3469

Forces on the atoms, in the same order (eV/Å):
H 2.8 -0.6 -0.9
O 0.3 0.9 0.2
C -2.0 0.2 0.1
C -0.1 -0.3 -0.2
O -0.9 -0.2 -0.7
C 0.8 -1.5 1.4
O -0.4 0.5 -0.5
O -1.1 0.5 0.0
Cu 1.6 0.7 -0.5
Mg -0.4 -0.7 0.1
H -0.6 0.1 0.4
H 0.0 0.2 0.1
H 0.0 0.1 0.4

As for the LUMO energy (alpha / beta): -2.08 / -2.08 eV. The energy above the lowest of the compared OMol25 structures with the same formula, charge and spin comes out at 24.7 kJ/mol. As for the spin multiplicity: 2. For the total energy, the calculation gives -2258.17505 Eh. As for the expectation value of S²: 0.750. For the HOMO-LUMO gap (alpha / beta), the calculation gives 3.40 / 6.45 eV. For the largest force on an atom, the calculation gives 3.03 eV Å⁻¹. For the highest occupied orbital energy (alpha / beta), the calculation gives -5.4863 / -8.5376 eV. As for the molar mass: 191.9 g/mol.

=====

[2]
A cluster of 6 separate species, C6H17NO5 in total at a distorted geometry, computed with ωB97M-V/def2-TZVPD.

Element x y z (Å)
1 N 2.4433 1.5065 0.7624
2 C 1.9646 0.6283 -0.1676
3 C 2.2720 -0.7339 0.0394
4 C 1.7527 -1.6439 -0.8092
5 C 1.0819 -1.1606 -1.9504
6 C 0.7425 0.1668 -2.1887
7 C 1.2097 1.0955 -1.3291
8 H 2.5430 2.5562 0.4399
9 H 3.0232 1.1965 1.4764
10 H 2.9046 -0.9869 0.9655
11 H 1.9599 -2.7380 -0.6212
12 H 0.9132 -1.9901 -2.6444
13 H -0.0436 0.2161 -3.0275
14 H 1.0092 2.1267 -1.5269
15 H -2.2867 0.0933 1.1159
16 H -2.0091 1.4324 0.4902
17 O -2.4174 0.9862 1.3076
18 H -3.2848 -1.8614 -0.4298
19 H -2.9224 -1.9860 -1.7850
20 O -3.3930 -1.4325 -1.2799
21 H -1.3139 2.2347 -0.2969
22 H -2.4179 2.9123 -1.0922
23 O -1.5385 3.0866 -0.7036
24 H 0.3091 -0.6423 3.7810
25 H 0.8904 -0.1416 2.5895
26 O 0.8769 -0.9569 3.1402
27 H -1.0086 -1.7242 1.0528
28 H -2.0920 -1.6671 2.2290
29 O -1.9551 -1.6446 1.3333

Forces on the atoms, in the same order (eV/Å):
N -1.1 4.7 -2.0
C -0.1 0.1 -1.5
C 0.6 1.5 2.4
C 0.1 -1.2 -1.2
C 0.2 -2.7 0.3
C -1.6 -2.7 -1.8
C 1.1 -0.1 2.4
H -0.2 -3.2 1.2
H 1.2 -0.5 1.1
H -1.1 0.2 -1.5
H -0.4 1.3 -0.6
H -0.7 0.7 -0.2
H 1.7 1.0 1.2
H 0.0 0.6 0.4
H 0.2 -2.7 -0.4
H -1.6 -1.3 2.6
O 0.8 3.8 -1.5
H -0.2 0.3 0.7
H 2.7 -3.0 -3.6
O -2.5 2.8 2.8
H 0.7 0.9 -0.7
H 0.5 0.3 0.2
O -0.6 -0.5 -0.2
H -2.0 0.5 2.7
H 0.4 -0.9 -0.1
O 1.5 0.4 -2.8
H -1.1 0.0 1.1
H 0.2 -0.3 3.4
O 1.1 -0.3 -4.5

As for the LUMO energy: 0.39 eV. The energy above the lowest of the compared OMol25 structures with the same formula, charge and spin comes out at 66.7 kJ/mol. The SMILES is Nc1ccccc1.O.O.O.O.O. As for the spin multiplicity: 1. For the total energy, the calculation gives -669.70787 Eh. For the HOMO-LUMO gap, the calculation gives 8.34 eV. For the largest force on an atom, the calculation gives 5.43 eV Å⁻¹. For the highest occupied orbital energy, the calculation gives -7.9526 eV. As for the molar mass: 183.2 g/mol.

=====

[3]
A cluster of 2 separate species, C4H11N2 in total at a distorted geometry, computed with ωB97M-V/def2-TZVPD.

Element x y z (Å)
1 C 0.7242 -2.2530 0.1230
2 C -1.3027 1.6770 -0.6071
3 C 1.6696 -1.2842 -0.0322
4 C 0.6252 0.4948 1.2568
5 N -2.0875 0.6460 -1.1243
6 N 1.5482 0.0648 0.3991
7 H -0.3873 -2.1677 0.2047
8 H 0.9470 -3.2688 -0.3054
9 H -1.7921 2.3290 0.0490
10 H 2.6149 -1.7262 -0.2602
11 H 0.2635 -0.2136 1.9928
12 H 0.8205 1.3640 1.7713
13 H -0.4686 1.2649 0.3267
14 H -2.8947 0.4343 -0.5698
15 H -1.8962 -0.0704 -1.7920
16 H 2.3085 0.5912 -0.0426
17 H -0.6926 2.1182 -1.3899

Forces on the atoms, in the same order (eV/Å):
C -0.5 0.0 -2.2
C 1.2 -2.8 -0.7
C -2.5 -2.4 1.6
C 1.5 -0.8 -1.0
N -0.8 1.0 1.5
N 0.7 -1.4 -0.5
H 1.1 0.6 0.6
H 0.2 1.1 0.9
H -1.1 1.1 0.4
H 0.9 0.9 -0.4
H -1.0 -0.6 -0.9
H 0.4 2.4 0.4
H -0.4 -0.3 -0.6
H -0.3 -0.2 0.0
H 0.8 0.2 -0.4
H -0.8 0.8 0.7
H 0.4 0.2 0.4

As for the LUMO energy (alpha / beta): -5.47 / -5.46 eV. The energy above the lowest of the compared OMol25 structures with the same formula, charge and spin comes out at 440.0 kJ/mol. As for the spin multiplicity: 1. For the total energy, the calculation gives -268.13732 Eh. For the HOMO-LUMO gap (alpha / beta), the calculation gives 7.44 / 7.44 eV. For the largest force on an atom, the calculation gives 3.81 eV Å⁻¹. As for the charge: +1. For the highest occupied orbital energy (alpha / beta), the calculation gives -12.9085 / -12.9088 eV. As for the molar mass: 87.1 g/mol.